1.
This record from OMol25 describes a structure of composition C18H45N3O6Rb. The level of theory is the ωB97M-V functional and the def2-TZVPD basis.

Last column: Löwdin charge in e.
Element x y z (Å)
1 Rb 20.49307 25.24466 -7.76332  0.901
2 C 21.44613 29.80931 -7.48140  -0.089
3 O 20.92554 28.73192 -8.23807  -0.190
4 C 19.94823 29.13843 -9.15180  -0.234
5 C 19.37473 28.09008 -10.06683  -0.209
6 N 18.66650 27.00644 -9.44472  -0.149
7 C 17.97804 26.14856 -10.39184  -0.198
8 C 17.25056 24.87788 -9.87874  -0.161
9 O 17.82038 24.33803 -8.64211  -0.296
10 C 17.34597 23.02438 -8.30284  -0.083
11 H 22.13576 30.38334 -8.10027  0.095
12 H 22.07847 29.43109 -6.67816  0.073
13 H 20.76601 30.55980 -7.07856  0.101
14 H 20.32278 29.87652 -9.86104  0.133
15 H 19.11686 29.64633 -8.66295  0.134
16 H 20.13199 27.75996 -10.77793  0.127
17 H 18.56463 28.50468 -10.66678  0.128
18 H 17.98525 27.19402 -8.72305  0.128
19 H 18.81657 25.81475 -11.00300  0.100
20 H 17.29156 26.76276 -10.97459  0.129
21 H 17.33314 24.16926 -10.70283  0.116
22 H 16.18849 25.10273 -9.78102  0.129
23 H 17.03744 22.86683 -7.26936  0.100
24 H 18.11401 22.30499 -8.58695  0.069
25 H 16.54260 22.65995 -8.94306  0.096
26 C 20.48570 22.97921 -10.57039  -0.088
27 O 21.52539 23.86444 -10.19523  -0.288
28 C 22.13260 24.44146 -11.38854  -0.160
29 C 23.17323 23.52939 -12.07921  -0.109
30 N 24.15663 22.92124 -11.13788  0.147
31 C 25.47445 22.69026 -11.79652  -0.097
32 C 25.52552 21.41198 -12.72363  -0.114
33 O 25.33928 20.17460 -11.97537  -0.147
34 C 26.49382 19.64712 -11.29598  -0.059
35 H 20.82254 22.21076 -11.26618  0.099
36 H 19.68125 23.57372 -11.00341  0.086
37 H 20.05224 22.46905 -9.71019  0.085
38 H 22.50014 25.40977 -11.04884  0.132
39 H 21.41915 24.90239 -12.07165  0.134
40 H 23.70114 24.14435 -12.80806  0.136
41 H 22.71648 22.76509 -12.70795  0.140
42 H 23.85504 21.95755 -11.11689  0.117
43 H 26.28608 22.57391 -11.07831  0.137
44 H 25.85100 23.55602 -12.34129  0.134
45 H 26.44779 21.43307 -13.30422  0.143
46 H 24.77544 21.44070 -13.51397  0.131
47 H 26.26010 18.61178 -11.04791  0.105
48 H 26.62505 19.95663 -10.25911  0.068
49 H 27.44080 19.67689 -11.83491  0.108
50 C 24.07715 25.86852 -2.43367  -0.099
51 O 23.61591 25.81051 -3.75961  -0.174
52 C 24.30335 26.69558 -4.56205  -0.252
53 C 23.50900 26.86132 -5.87421  -0.167
54 N 23.24032 25.59115 -6.62297  -0.129
55 C 24.46432 24.94183 -7.06938  -0.178
56 C 24.02995 23.63584 -7.79171  -0.171
57 O 25.10660 22.68568 -7.81866  -0.148
58 C 24.78477 21.36368 -8.23737  -0.075
59 H 25.11063 25.57732 -2.24598  0.094
60 H 23.59857 25.00094 -1.97938  0.095
61 H 23.88130 26.79195 -1.88867  0.101
62 H 25.28362 26.26161 -4.75915  0.120
63 H 24.43189 27.70038 -4.15961  0.134
64 H 24.04938 27.54467 -6.52929  0.123
65 H 22.63238 27.40785 -5.52644  0.110
66 H 22.88454 24.98103 -5.90097  0.081
67 H 25.13157 24.66367 -6.25359  0.124
68 H 25.06997 25.55636 -7.73545  0.134
69 H 23.76262 23.92202 -8.80893  0.099
70 H 23.18949 23.12784 -7.31877  0.127
71 H 25.63284 20.82842 -8.66441  0.072
72 H 23.95535 21.24763 -8.93501  0.081
73 H 24.51970 20.81478 -7.33373  0.107

Results
frontier orbital gap (spin up / spin down): 9.24 / 3.28 eV
DFT total energy: -1351.84857 hartree
multiplicity: 2
HOMO (spin up / spin down): -13.8 / -13.8 eV
charge: +2
⟨S²⟩: 0.7557
ΔE to the lowest compared entry with this formula, charge and spin: 61.6 kJ/mol
E_LUMO (spin up / spin down): -4.6 / -10.5 eV

***

2.
This record from OMol25 describes a cluster of 2 separate species, C3H10NO in total. The level of theory is the ωB97M-V functional and the def2-TZVPD basis.

Last column: Löwdin charge in e.
Element x y z (Å)
1 C -0.38626 2.11362 -0.31437  -0.178
2 C 0.21005 -0.80039 -0.14163  0.318
3 C 0.22998 -2.21142 0.28952  -0.189
4 O 0.13215 -2.91254 -0.97788  0.034
5 N -0.50141 1.89557 1.12865  0.003
6 H -0.92802 3.03208 -0.54964  0.093
7 H -0.82664 1.34005 -0.93541  0.050
8 H 1.11653 -0.21632 -0.01162  0.123
9 H -0.50503 -0.64908 -0.94594  0.114
10 H -0.59492 -2.56769 0.91601  0.167
11 H 1.14817 -2.51668 0.80277  0.150
12 H 0.39347 -2.30691 -1.68015  0.098
13 H 0.65048 2.24565 -0.63636  0.084
14 H -0.23713 0.97653 1.47864  0.046
15 H 0.09856 2.57753 1.57740  0.088

Results
frontier orbital gap: 5.27 eV
DFT total energy: -249.85704 hartree
HOMO: -13.9 eV
charge: +1
ΔE to the lowest compared entry with this formula, charge and spin: 516.6 kJ/mol
E_LUMO: -8.6 eV

***

3.
This record from OMol25 describes a cluster of 9 separate species, C18H54O18 in total. The level of theory is the ωB97M-V functional and the def2-TZVPD basis.

Last column: Löwdin charge in e.
Element x y z (Å)
1 O -3.13791 4.15955 1.78527  -0.068
2 C -3.17971 2.73607 1.69381  -0.222
3 C -2.60627 2.02109 2.90705  -0.219
4 O -1.45622 1.26797 2.55568  -0.085
5 H -2.63629 4.42383 2.56229  0.069
6 H -4.22431 2.45858 1.53955  0.119
7 H -2.63724 2.40541 0.80306  0.112
8 H -3.37656 1.33795 3.29650  0.119
9 H -2.46413 2.70892 3.74793  0.127
10 H -0.75010 1.40924 3.19174  0.104
11 O 1.67161 5.13755 -5.64528  -0.058
12 C 1.81307 3.72808 -5.82882  -0.245
13 C 1.16531 2.96187 -4.70786  -0.245
14 O 1.81646 3.20894 -3.45829  -0.077
15 H 2.55131 5.48867 -5.49081  0.084
16 H 1.36216 3.40964 -6.77331  0.121
17 H 2.86774 3.44431 -5.87259  0.125
18 H 1.19268 1.90260 -4.97531  0.122
19 H 0.10441 3.20139 -4.57469  0.127
20 H 1.79855 4.16720 -3.36201  0.078
21 O -5.35145 0.51906 -0.98586  -0.053
22 C -4.28352 -0.28243 -0.50105  -0.253
23 C -4.75802 -1.57274 0.09521  -0.246
24 O -5.16447 -1.32990 1.44168  -0.068
25 H -6.17654 0.14390 -0.66325  0.080
26 H -3.68458 -0.58110 -1.36467  0.117
27 H -3.68761 0.20388 0.27300  0.100
28 H -3.95230 -2.31666 0.09213  0.123
29 H -5.56740 -1.98752 -0.52199  0.125
30 H -5.43879 -2.17272 1.81369  0.082
31 O 3.57395 -3.82484 2.12695  -0.077
32 C 2.35836 -4.37843 1.59537  -0.229
33 C 1.30792 -3.29358 1.50382  -0.265
34 O 0.26590 -3.76113 0.68196  -0.067
35 H 3.87074 -4.36326 2.86374  0.077
36 H 2.59550 -4.66933 0.56594  0.118
37 H 2.00941 -5.24499 2.15295  0.121
38 H 1.76540 -2.33141 1.24798  0.104
39 H 0.89733 -3.11395 2.51518  0.118
40 H -0.26776 -2.99584 0.42883  0.044
41 O 5.63299 -0.17992 2.51610  -0.068
42 C 5.33986 0.27518 1.18340  -0.232
43 C 4.06971 -0.36418 0.74773  -0.246
44 O 2.86883 0.12796 1.32721  -0.090
45 H 6.25379 0.43250 2.92266  0.082
46 H 5.19472 1.36299 1.24507  0.123
47 H 6.16165 0.08707 0.49051  0.120
48 H 4.12678 -1.44938 0.90852  0.113
49 H 3.88564 -0.22261 -0.31983  0.125
50 H 3.00141 0.26946 2.27064  0.092
51 O 2.86169 4.10943 0.64432  -0.050
52 C 1.86412 3.48789 1.42970  -0.253
53 C 0.57381 4.27396 1.41394  -0.243
54 O -0.08696 4.00027 0.18169  -0.067
55 H 2.59591 3.99801 -0.27397  0.081
56 H 1.66990 2.49924 0.99995  0.096
57 H 2.18019 3.35432 2.46349  0.122
58 H 0.76623 5.35128 1.49799  0.124
59 H -0.07596 4.05055 2.27549  0.102
60 H -0.88108 4.54065 0.12968  0.082
61 O -2.62483 -3.58026 5.47047  -0.065
62 C -3.08312 -2.28983 5.07941  -0.241
63 C -1.98569 -1.42929 4.50815  -0.245
64 O -1.93690 -1.51483 3.09084  -0.079
65 H -2.54580 -4.12749 4.68351  0.086
66 H -3.89888 -2.37845 4.35804  0.116
67 H -3.45788 -1.81164 5.98593  0.117
68 H -1.02562 -1.74963 4.92479  0.122
69 H -2.13640 -0.38353 4.80926  0.109
70 H -1.97565 -0.62724 2.71798  0.031
71 O 0.72414 0.14876 -2.29922  -0.067
72 C 0.58316 0.39479 -0.89930  -0.201
73 C -0.72399 -0.18664 -0.42142  -0.201
74 O -0.76608 -1.56623 -0.77971  -0.063
75 H 1.19484 0.88425 -2.69954  0.069
76 H 1.38158 -0.09456 -0.32904  0.096
77 H 0.66078 1.47459 -0.75041  0.112
78 H -1.53060 0.32924 -0.95270  0.113
79 H -0.79305 -0.05030 0.65211  0.105
80 H -0.74383 -1.64909 -1.73822  0.079
81 O 1.53360 -3.54928 -6.34057  -0.054
82 C 0.39825 -3.89739 -5.57439  -0.267
83 C 0.46325 -3.42816 -4.14160  -0.251
84 O 0.48507 -2.00635 -4.15886  -0.074
85 H 2.29835 -3.67773 -5.77121  0.081
86 H -0.42532 -3.31902 -6.01382  0.123
87 H 0.09384 -4.94543 -5.64253  0.115
88 H 1.38567 -3.76928 -3.65203  0.124
89 H -0.42630 -3.80969 -3.62818  0.118
90 H 0.68755 -1.62086 -3.29754  0.040

Results
frontier orbital gap: 9.56 eV
DFT total energy: -2072.35179 hartree
HOMO: -9.4 eV
ΔE to the lowest compared entry with this formula, charge and spin: 133.7 kJ/mol
E_LUMO: 0.1 eV